11
Properties=species:S:1:pos:R:3:forces:R:3 method="wB97M-V/def2-TZVPD" lumo_ev=0.2 energy_ev=-11827.136 homo_lumo_gap_ev=9.565 homo_energy_ha=-0.345 smiles="O=Cn1ccoc1=O" relative_energy_ev=2.3975
O -2.803 -0.379 -0.180 3.30 0.62 0.48
C -1.779 0.266 -0.037 0.22 1.45 0.57
N -0.383 -0.091 0.414 1.10 -2.71 -2.25
C 0.195 -1.429 0.107 2.40 0.09 -0.03
C 1.603 -1.326 -0.155 -2.17 0.59 1.82
O 1.875 0.073 -0.159 -0.92 0.00 1.00
C 0.735 0.824 0.138 -1.07 -1.46 -1.61
O 0.638 1.992 -0.053 0.29 0.19 0.69
H -1.686 1.394 -0.126 -0.63 -0.98 -0.17
H -0.494 -2.303 0.074 0.95 0.87 0.27
H 2.646 -1.950 -0.029 -3.46 1.34 -0.77



29
Properties=species:S:1:pos:R:3:forces:R:3 method="wB97M-V/def2-TZVPD" lumo_ev=0.4 energy_ev=-53310.864 homo_lumo_gap_ev=8.941 homo_energy_ha=-0.313 relative_energy_ev=0.0000
C -2.663 2.845 -1.257 0.24 -0.26 0.33
H -2.222 2.487 -2.181 -0.03 0.05 -0.09
H -3.745 2.863 -1.327 -0.09 -0.01 0.01
H -2.276 3.829 -1.014 -0.03 0.08 -0.07
S -2.248 1.693 0.084 -0.58 0.08 -0.07
C -0.528 1.811 0.018 0.36 0.71 -0.81
N 0.097 2.585 -0.831 -0.47 0.30 -0.31
S 1.719 2.420 -0.648 -0.14 -0.68 0.73
C 1.465 1.249 0.631 0.11 0.51 -0.50
N 0.206 1.051 0.860 0.28 -0.15 0.54
S 2.739 0.394 1.419 0.39 -0.33 0.26
C 1.771 -0.637 2.570 0.00 0.43 -0.05
H 1.485 -0.030 3.428 -0.08 -0.17 -0.08
H 2.455 -1.423 2.894 -0.01 0.02 0.00
C 0.502 -1.251 1.976 0.40 -0.16 0.17
O -0.491 -1.360 2.649 -0.23 -0.05 0.16
N 0.657 -1.707 0.704 0.40 -0.39 -0.40
C -0.361 -1.966 -0.216 -0.09 -0.04 -0.12
C -1.707 -2.066 0.119 -0.02 0.02 0.06
C -2.652 -2.278 -0.869 -0.01 -0.03 -0.12
C -2.280 -2.402 -2.197 -0.07 0.00 0.03
C -0.944 -2.307 -2.551 0.22 0.05 0.13
C -0.012 -2.089 -1.561 -0.16 0.00 0.01
F 1.302 -1.969 -1.896 -0.12 -0.01 0.13
H -0.619 -2.391 -3.575 0.06 0.00 -0.09
H -3.024 -2.569 -2.960 -0.07 -0.02 -0.07
H -3.693 -2.345 -0.593 -0.10 -0.01 0.03
H -1.999 -1.957 1.149 0.01 -0.03 0.04
H 1.574 -1.599 0.285 -0.19 0.09 0.15



75
Properties=species:S:1:pos:R:3:forces:R:3 method="wB97M-V/def2-TZVPD" charge=-1 lumo_ev="1.9 / 1.9" spin_multiplicity=5 energy_ev=-91684.913 homo_lumo_gap_ev="3.356 / 3.869" homo_energy_ha="-0.053 / -0.072"
O -2.609 2.878 2.021 -1.26 -0.92 -0.82
C -3.214 2.209 1.198 2.72 -1.13 -2.45
C -3.883 0.859 1.303 -0.33 0.40 1.15
C -3.508 -0.417 1.784 -0.14 0.46 0.37
H -2.467 -0.766 1.746 -0.35 0.38 0.24
C -4.525 -1.231 2.309 0.18 0.00 -0.25
H -4.271 -2.180 2.802 -0.02 0.40 -0.45
C -5.861 -0.820 2.280 0.09 0.56 -0.10
H -6.638 -1.402 2.754 0.01 -0.18 0.04
C -6.207 0.382 1.658 -0.30 -0.45 -0.10
H -7.220 0.764 1.628 -0.14 -0.37 0.01
C -5.224 1.167 1.098 -0.05 0.36 0.29
H -5.457 2.136 0.626 -0.08 -0.51 0.27
H -3.211 2.385 0.035 -0.22 0.97 1.85
C -1.567 2.181 -1.784 0.45 -0.36 -2.42
C -1.383 0.716 -1.429 -2.42 2.39 3.21
H -2.568 2.397 -2.175 -0.20 -0.18 -0.14
H -0.883 2.362 -2.620 0.22 0.67 -0.11
H -1.424 2.980 -1.051 0.48 -0.56 0.55
C -2.444 -0.101 -1.578 -2.68 0.06 -1.18
C -3.014 -0.220 -2.952 -0.66 0.75 -0.75
H -3.082 -0.653 -0.873 1.46 -0.56 0.09
H -4.102 -0.043 -3.026 0.01 -0.07 -0.06
H -2.834 -1.245 -3.322 0.05 0.29 0.02
H -2.482 0.490 -3.614 -0.34 -0.44 -0.02
Cr 0.169 -0.135 -0.844 0.98 -0.57 2.66
Cl -1.014 -1.990 -0.149 0.23 -2.02 0.60
Cl 0.512 0.032 -3.063 1.54 -0.29 -2.67
C 2.092 -2.073 -1.352 0.01 2.96 1.09
O 2.100 -1.031 -0.594 1.00 -2.83 -1.32
N 3.130 -2.396 -2.120 0.26 -0.22 -0.28
C 4.364 -1.612 -2.151 -0.25 0.03 0.14
C 3.031 -3.492 -3.074 0.03 -0.11 0.20
H 1.195 -2.691 -1.370 -0.13 -0.19 -0.21
H 4.250 -0.680 -1.582 -0.18 -0.35 -0.19
H 4.618 -1.368 -3.188 -0.09 -0.02 0.15
H 5.182 -2.206 -1.721 -0.03 0.09 -0.09
H 2.010 -3.888 -3.059 0.22 0.10 -0.04
H 3.736 -4.294 -2.809 -0.12 0.10 -0.07
H 3.270 -3.148 -4.089 -0.15 0.04 0.26
H 3.400 3.808 -1.164 -0.13 -0.04 -0.09
H 2.471 5.419 0.936 -0.10 -0.11 -0.02
C 2.324 3.844 -1.386 -0.21 -0.13 0.02
C 1.481 5.098 0.583 0.01 -0.34 0.02
N 1.557 3.834 -0.148 0.29 0.71 -0.11
H 2.036 2.973 -1.989 0.09 0.24 0.14
C 1.069 2.682 0.352 -0.34 -1.64 -0.64
O 1.082 1.599 -0.261 0.95 2.97 1.07
H 0.816 4.990 1.447 0.15 -0.02 -0.22
H 0.651 2.780 1.369 -0.04 -0.06 -0.37
H 2.117 4.776 -1.928 -0.02 -0.26 0.03
H 1.095 5.899 -0.065 -0.02 -0.31 0.10
C 4.372 -1.762 2.371 0.30 0.26 -0.12
N 3.320 -2.362 1.513 0.19 -0.28 -0.44
C 3.789 -3.691 1.025 0.04 0.20 -0.33
C 1.941 -2.503 2.153 -0.24 0.08 -0.21
C 1.550 -1.230 2.811 0.39 0.45 2.69
C 1.987 -1.112 4.155 0.06 -0.22 -0.28
C 1.734 0.044 4.879 0.43 -0.50 0.22
C 0.940 1.026 4.302 -0.57 0.55 -0.41
C 0.423 0.869 2.992 0.88 0.34 2.52
C 0.809 -0.219 2.257 -0.92 -0.69 -3.12
H 4.463 -2.347 3.289 -0.07 0.18 -0.08
H 4.144 -0.712 2.592 -0.15 -0.50 0.02
H 5.321 -1.809 1.817 -0.27 -0.03 0.12
H 3.150 -1.703 0.714 -0.23 -0.25 0.17
H 3.972 -4.321 1.901 -0.04 0.09 -0.16
H 3.024 -4.162 0.390 0.22 0.30 0.26
H 4.725 -3.560 0.460 -0.36 -0.10 0.16
H 1.235 -2.791 1.363 0.19 0.20 -0.02
H 2.019 -3.309 2.889 0.18 -0.03 -0.09
H 2.550 -1.932 4.612 -0.06 0.10 0.19
H 2.157 0.142 5.887 -0.34 0.08 -0.36
H 0.721 1.901 4.914 -0.12 0.08 -0.13
H -0.290 1.610 2.630 0.04 -0.05 -0.02



9
Properties=species:S:1:pos:R:3:forces:R:3 method="wB97M-V/def2-TZVPD" lumo_ev=1.0 energy_ev=-6153.196 homo_lumo_gap_ev=9.991 homo_energy_ha=-0.329 relative_energy_ev=2.7046
N -1.138 -0.689 0.140 -0.58 0.30 0.07
C -1.130 0.629 0.216 0.04 -0.96 0.51
C 0.333 0.876 0.026 -0.45 0.79 -0.60
C 0.958 -0.460 -0.111 -0.17 -0.45 -0.02
N 0.079 -1.390 -0.038 0.42 0.34 -0.07
H -1.961 -1.268 0.210 0.08 0.03 -0.07
H 0.238 1.445 -0.916 0.61 -0.19 -0.16
H 0.780 1.577 0.713 0.16 0.13 0.30
H 2.003 -0.702 -0.252 -0.12 0.01 0.03



30
Properties=species:S:1:pos:R:3:forces:R:3 method="wB97M-V/def2-TZVPD" charge=+1 lumo_ev="-6.3 / -7.0" energy_ev=-17701.796 homo_lumo_gap_ev="4.413 / 3.256" homo_energy_ha="-0.395 / -0.377" relative_energy_ev=6.5654
C -0.750 -1.078 3.234 -0.34 0.19 -2.75
C 0.262 -0.306 3.735 1.45 -0.05 1.65
C -1.216 -0.914 1.876 2.61 1.92 2.96
C 0.804 0.725 2.988 1.32 -0.17 -0.51
C -0.674 0.085 1.147 0.22 0.70 -1.04
C 0.335 0.876 1.695 0.16 0.34 -0.62
C -0.931 0.625 -0.270 0.65 -0.61 0.42
C -1.049 -0.345 -1.433 -0.76 1.82 0.93
C -0.100 -1.340 -1.406 0.13 -2.72 -1.33
C -2.085 -0.162 -2.329 -0.24 -1.09 0.21
C -0.020 -2.469 -2.330 -0.12 -1.33 -3.07
C 1.802 2.726 0.895 -1.76 1.53 -0.14
N 0.142 1.642 -0.488 -0.87 0.82 -0.66
N 0.779 1.751 0.738 0.06 -0.46 -0.60
O 1.086 1.268 -1.538 1.40 -2.11 2.46
H -1.060 -1.987 3.616 -0.60 -1.37 1.61
H 0.850 -0.512 4.691 -1.48 -0.03 -1.22
H -1.887 -1.548 1.486 -2.51 -2.30 -1.20
H 1.801 1.107 3.286 -1.07 0.23 -0.03
H -1.809 1.201 -0.236 -1.37 0.75 0.07
H 0.550 -1.597 -0.578 -0.01 1.21 0.52
H 0.863 1.624 -2.374 -1.03 1.33 -0.91
H -2.886 0.573 -2.134 0.82 -0.16 -0.05
H -2.332 -0.843 -3.167 0.60 0.44 0.49
H -0.630 -2.368 -3.361 1.04 -0.28 2.64
H -0.378 -3.390 -1.694 0.70 1.40 -1.27
H 1.062 -2.703 -2.727 -1.80 0.41 1.29
H 1.311 3.761 0.725 0.96 -1.30 0.84
H 2.159 2.510 1.915 0.60 0.91 -0.80
H 2.443 2.593 0.049 1.23 -0.03 0.10



20
Properties=species:S:1:pos:R:3:forces:R:3 method="wB97M-V/def2-TZVPD" lumo_ev="-0.1 / -0.2" energy_ev=-21600.442 homo_lumo_gap_ev="6.652 / 6.017" homo_energy_ha="-0.247 / -0.230" relative_energy_ev=3.9784
C -0.606 1.093 -2.459 0.56 -0.40 -0.77
C -1.115 1.236 0.382 -1.58 0.91 2.13
C 1.001 -2.389 1.515 2.08 1.76 -0.60
C 2.002 -0.340 0.517 -0.74 -0.04 2.01
N 0.773 -1.082 0.848 -1.19 -0.93 0.52
Si -1.756 1.868 -1.286 0.70 -0.48 0.21
Si -0.755 -0.559 0.341 0.81 2.12 -1.61
H -1.164 0.584 -3.270 0.62 0.18 0.20
H 0.368 1.605 -2.856 -1.89 -1.02 0.95
H -0.214 1.835 0.531 0.13 -0.10 0.15
H -1.852 1.481 1.263 1.31 -0.36 -1.25
H 1.882 -2.818 0.984 -0.33 -0.03 0.93
H 1.122 -2.236 2.600 0.48 -0.15 -0.43
H 0.229 -3.065 1.389 -1.85 -1.16 -0.44
H 2.434 -0.825 -0.333 0.17 0.60 -1.24
H 1.701 0.756 0.508 1.17 -1.42 -0.49
H 2.745 -0.611 1.313 -0.64 0.92 -0.25
H -1.605 3.342 -1.231 -0.38 0.21 0.19
H -3.203 1.440 -1.289 0.36 0.16 -0.37
H -1.985 -1.316 0.533 0.18 -0.76 0.14